{"formula": "C9H17Cl2NO2PPb", "method": "ωB97M-V with the def2-TZVPD basis set", "orbital_gap_ev": [5.714, 5.680], "fmax_ha_per_bohr": 0.12025, "molar_mass_g_mol": 480.32, "total_charge": 3, "energy_ha": -2011.7547, "homo_ev": [-20.43, -20.43], "elements": ["C", "C", "H", "H", "H", "O", "Cl", "Pb", "P", "C", "C", "H", "H", "H", "C", "H", "H", "H", "H", "H", "H", "C", "O", "Cl", "C", "C", "C", "N", "H", "H", "H", "H", "H"], "positions_angstrom": [[3.373, 1.414, 0.500], [2.932, 0.243, -0.142], [4.466, 1.580, 0.462], [2.967, 1.409, 1.531], [2.837, 2.257, 0.023], [2.505, -0.780, -0.523], [0.485, 2.454, 0.801], [-1.085, 0.157, 0.235], [-0.014, 1.137, -2.302], [0.084, -0.027, -3.702], [-1.461, 2.153, -2.796], [1.398, 3.057, -1.911], [1.227, 2.693, -3.676], [2.337, 1.739, -2.625], [1.376, 2.268, -2.671], [-1.698, 2.810, -1.951], [-1.269, 2.767, -3.689], [0.167, 0.534, -4.644], [-0.819, -0.646, -3.722], [-2.331, 1.502, -2.941], [0.948, -0.690, -3.585], [-0.328, -2.099, -1.057], [-0.104, -3.105, -1.551], [-3.530, 0.394, -0.411], [-1.560, -2.525, 5.511], [-1.856, -2.982, 4.079], [-1.334, -2.072, 3.077], [-0.931, -1.366, 2.244], [-0.476, -2.535, 5.679], [-2.049, -3.195, 6.226], [-1.923, -1.497, 5.658], [-1.390, -3.967, 3.928], [-2.943, -3.081, 3.944]], "mulliken_charge": [-0.77, 0.84, 0.38, 0.40, 0.23, -0.13, -0.31, 1.23, 0.65, -1.17, -1.15, 0.34, 0.48, 0.34, -1.03, 0.40, 0.43, 0.44, 0.42, 0.41, 0.40, 0.19, -0.05, -0.15, -1.11, -0.17, 0.23, -0.38, 0.34, 0.33, 0.36, 0.30, 0.30]}